# 1
Formula: C14H13CdF9N3O6S3
Source: the Open Molecules 2025 dataset
Level of theory: ωB97M-V/def2-TZVPD

Structure (XYZ):
```
49
Properties=species:S:1:pos:R:3:forces:R:3
Cd 0.2984 -0.1783 -0.3628 0.06 -1.42 2.27
C -1.4443 -3.7853 0.4998 -0.01 0.17 0.05
C -2.1349 -2.5480 0.9754 -0.14 0.19 0.06
N -1.7571 -1.3206 0.7668 -0.08 0.04 -0.01
C -2.6510 -0.4041 1.2996 0.37 -0.01 -0.12
C -3.6995 -0.9542 1.9547 -0.28 -0.08 0.15
S -3.6094 -2.6583 1.8781 0.07 -0.07 -0.04
C -2.4421 1.0376 1.0935 0.37 -0.22 -0.13
C -3.3872 1.9912 1.2575 -0.29 0.15 0.13
S -2.7350 3.5195 0.8691 0.07 0.07 -0.08
C -1.2170 2.7882 0.4733 -0.02 0.02 0.07
N -1.2153 1.4995 0.6597 -0.23 0.09 -0.14
C -0.1030 3.6141 -0.0797 -0.05 -0.25 0.28
H -0.7517 -3.5196 -0.2915 0.04 0.02 -0.06
H -2.1703 -4.5145 0.1394 0.01 0.02 0.01
H -0.8695 -4.2395 1.3084 0.01 0.01 0.00
H -4.5159 -0.4555 2.4562 0.12 -0.02 -0.05
H -4.4191 1.8701 1.5551 0.14 -0.01 -0.04
H -0.2366 4.6679 0.1599 0.01 0.00 0.09
H -0.0970 3.4773 -1.1586 -0.02 -0.04 -0.30
H 0.8555 3.2463 0.2824 -0.02 0.02 0.08
O -0.3735 2.3932 -2.8933 -0.07 0.03 0.08
S 0.2588 1.0879 -2.7173 0.04 0.46 -0.79
O 0.8808 0.5773 -3.9186 0.06 -0.07 0.00
O 1.3034 1.2002 -1.5823 -0.02 0.34 -0.70
O -0.7676 0.0889 -2.1793 -0.01 0.27 -0.61
C 1.9336 -0.2152 4.1850 0.00 -0.04 0.02
C 1.4187 -0.7052 2.8533 -0.08 -0.17 -0.03
N 1.3752 -2.0338 2.6532 -0.08 0.16 -0.04
O 1.0143 0.1025 2.0183 0.05 0.03 -0.09
H 2.3779 -1.0107 4.7832 -0.01 0.03 -0.01
H 1.0986 0.2210 4.7341 0.02 0.01 0.00
H 2.6679 0.5683 4.0089 -0.01 0.01 0.00
H 1.8940 -2.6413 3.2587 0.04 -0.02 0.11
H 1.2239 -2.3336 1.6742 0.06 0.03 0.00
F 4.7181 -2.6964 -0.8212 -0.06 -0.03 0.05
C 3.6575 -2.3975 -0.0558 -0.14 0.05 0.06
F 3.6271 -1.0743 0.1056 0.01 -0.15 0.00
F 3.8952 -2.9400 1.1678 -0.02 0.12 -0.18
C 2.2867 -2.9134 -0.6292 -0.13 0.15 0.21
O 1.2435 -2.2871 -0.0348 0.37 -0.08 -0.49
C 2.3021 -2.7190 -2.1879 0.08 0.07 0.10
F 1.0635 -2.7365 -2.6573 -0.10 -0.06 -0.06
F 2.8626 -1.5568 -2.5199 -0.06 -0.10 0.07
F 2.9968 -3.7031 -2.8137 -0.08 0.16 0.08
C 2.1850 -4.4474 -0.3313 -0.02 0.10 0.02
F 3.3348 -5.1184 -0.5194 -0.15 0.02 0.01
F 1.2437 -5.0243 -1.0987 0.12 0.02 0.14
F 1.8182 -4.6522 0.9512 0.04 -0.05 -0.15
```
Forces are in eV/Å.

The strongest force on any atom comes out at 0.0521 hartree/bohr. The calculation puts the energy above the lowest of the compared OMol25 structures with the same formula, charge and spin at 17.5 kcal per mole. The LUMO energy is 2.07 eV. As for the gap between HOMO and LUMO: 7.311 eV. The calculation puts the HOMO energy at -5.244 eV. The charge is -1.

natural (NBO) atomic charge list, values in e, 4 entries:
1 Cd 1.752
2 C -0.671
3 C 0.111
4 N -0.480



# 2
Formula: C14H13Cl2I2IrNO4
Source: the Open Molecules 2025 dataset
Level of theory: ωB97M-V/def2-TZVPD

Structure (XYZ):
```
37
Properties=species:S:1:pos:R:3:forces:R:3
Ir 0.8387 0.3896 -0.0836 0.03 0.27 0.14
C -4.0137 -3.6316 2.1155 -0.02 0.00 -0.01
C -2.6031 -3.9660 2.3213 0.02 0.00 0.05
C -2.1612 -5.2558 2.8681 0.00 0.02 0.02
O -1.7590 -3.0436 2.0491 -0.08 -0.20 0.03
C -1.4781 -0.9620 -1.8513 0.10 -0.11 0.01
O -2.2854 -1.7342 -2.1029 -0.04 0.03 0.00
O -0.6539 -0.1733 -1.5962 -0.07 0.11 -0.12
H -4.4036 -3.3099 3.0918 0.00 -0.01 0.01
H -4.5859 -4.5102 1.8242 0.00 0.01 -0.01
H -4.1389 -2.8109 1.4139 0.01 0.01 0.01
H -2.3678 -5.2340 3.9471 -0.02 0.00 0.00
H -1.0981 -5.4421 2.7209 0.00 0.01 0.01
H -2.7590 -6.0705 2.4608 0.01 0.00 -0.01
H -0.8400 -3.3088 2.2426 0.03 0.06 -0.01
I 4.4352 1.5332 3.3881 0.00 0.00 0.00
C 2.5314 2.2860 3.0972 -0.01 0.00 0.00
C 2.0446 3.3284 3.9213 0.00 0.01 0.00
C 0.7862 3.8435 3.7684 0.00 0.00 -0.01
I 0.1608 5.3744 5.0290 0.00 0.00 0.00
C -0.0723 3.3307 2.7537 -0.01 0.01 0.01
C -1.3928 3.7479 2.4959 0.01 0.00 -0.01
C -2.1161 3.1566 1.4908 0.00 0.01 0.00
C -1.5309 2.1518 0.7171 0.02 0.07 -0.10
N -0.2924 1.7414 0.9217 0.01 -0.13 0.10
C 0.4389 2.3090 1.9346 -0.03 -0.03 0.04
C 1.7316 1.7796 2.1080 0.02 -0.01 -0.01
O 2.1026 0.7755 1.2835 -0.01 -0.04 -0.01
H 2.6955 3.7204 4.6907 0.00 0.00 0.00
H -1.8289 4.5369 3.0943 0.00 0.00 0.00
H -3.1285 3.4646 1.2747 0.00 0.00 0.00
H -2.0712 1.6957 -0.1017 0.00 -0.02 0.01
Cl 2.4651 -0.9851 -1.1704 -0.04 -0.01 -0.07
C 3.3417 0.2336 -2.2069 0.00 0.02 0.02
Cl 2.3354 1.6377 -2.4902 0.03 -0.07 -0.11
H 3.5577 -0.2701 -3.1414 0.02 -0.01 0.01
H 4.2321 0.5138 -1.6574 -0.01 0.01 0.01
```
Forces are in eV/Å.

The strongest force on any atom comes out at 0.0059 hartree/bohr. The calculation puts the energy above the lowest of the compared OMol25 structures with the same formula, charge and spin at 0.0 kcal per mole. The expectation value of S² is 0.76. Its spin multiplicity is 2. The LUMO energy (alpha / beta) is -7.43 / -7.43 eV. As for the gap between HOMO and LUMO (alpha / beta): 5.413 / 5.497 eV. The calculation puts the HOMO energy (alpha / beta) at -12.846 / -12.930 eV. The charge is +2.

natural (NBO) atomic charge list, values in e, 4 entries:
1 Ir 0.821
2 C -0.739
3 C 0.746
4 C -0.754



# 3
Formula: C14H13Cl2N3PmSe4Te2
Source: the Open Molecules 2025 dataset
Level of theory: ωB97M-V/def2-TZVPD

Structure (XYZ):
```
39
Properties=species:S:1:pos:R:3:forces:R:3
Pm -0.2270 -2.8895 -0.0954 -0.25 -2.85 -0.53
Se -2.1193 -3.9821 1.9455 0.64 0.66 0.49
Se -2.9254 -4.3801 -0.1500 0.41 -0.02 -1.11
Te -1.1683 -6.0669 -1.0212 -0.38 -0.39 0.45
Se 0.5314 -4.7871 -2.2629 0.04 1.16 0.14
C 2.7501 0.7704 -0.4028 -0.88 0.07 0.38
Te 1.8682 -0.3284 -2.0629 -0.01 0.51 0.71
C 0.7968 1.5374 -2.3032 -0.51 -0.47 -0.13
C 0.8285 2.2875 -1.0157 0.46 0.31 1.34
C -0.0754 3.3552 -0.7310 0.59 -1.31 -0.76
C 0.0214 4.0007 0.4631 -0.42 1.13 1.39
C 0.9980 3.6502 1.4145 -0.88 0.04 -0.13
C 1.8533 2.6053 1.1809 0.44 -0.81 -0.62
C 1.7871 1.9017 -0.0466 -0.44 0.53 -0.68
H 3.7578 1.1138 -0.5615 0.31 0.23 -0.57
H 2.8215 0.0860 0.4198 -0.02 -0.47 0.51
H -0.2444 1.3766 -2.5817 0.11 -0.16 -0.33
H 1.3261 2.0301 -3.1037 -0.03 0.35 -0.25
H -0.8696 3.6244 -1.4261 0.28 -0.09 -0.03
H -0.7169 4.7937 0.7281 0.75 -0.67 -0.31
H 0.9784 4.1238 2.3837 0.16 0.22 0.03
H 2.5664 2.2918 1.9485 -0.14 0.14 -0.27
Se -0.5577 0.2933 2.5854 -1.00 -0.23 -1.92
N -1.9073 1.2676 1.8961 0.83 -1.42 -0.35
C -2.2569 0.7098 0.7240 0.76 0.11 1.34
C -3.3534 1.1727 -0.0407 0.10 -1.03 -1.76
C -3.5212 0.5274 -1.2593 0.29 0.57 0.94
C -2.7236 -0.5903 -1.6191 0.67 -0.78 0.72
N -1.7960 -1.1716 -0.8413 -0.32 1.92 -0.36
C -1.4802 -0.4541 0.2909 -0.25 0.35 1.66
N -0.5152 -0.8790 1.1671 -1.42 2.32 -0.12
H -4.0165 1.9630 0.2807 0.20 0.08 0.12
H -4.2682 0.8509 -1.9682 -0.11 -0.03 0.05
H -2.9060 -1.0546 -2.5809 0.02 -0.21 0.10
Cl 1.2573 -4.2458 2.2094 1.57 0.76 -0.71
C 3.0829 -3.9431 1.8374 -0.74 0.66 -0.26
Cl 3.4002 -3.5030 0.1105 -0.60 0.01 1.11
H 3.5267 -4.8962 1.9826 0.38 -0.63 0.22
H 3.4963 -3.1615 2.5064 -0.60 -0.54 -0.50
```
Forces are in eV/Å.

The strongest force on any atom comes out at 0.0567 hartree/bohr. The expectation value of S² is 6.01. Its spin multiplicity is 5. The LUMO energy (alpha / beta) is -5.44 / -5.43 eV. As for the gap between HOMO and LUMO (alpha / beta): 4.216 / 4.225 eV. The calculation puts the HOMO energy (alpha / beta) at -9.652 / -9.659 eV. The charge is +1.

natural (NBO) atomic charge list, values in e, 4 entries:
1 Pm 1.289
2 Se -0.445
3 Se -0.124
4 Te 0.302



# 4
Formula: C14H13ClF5N3O8PS
Source: the Open Molecules 2025 dataset
Level of theory: ωB97M-V/def2-TZVPD

Structure (XYZ):
```
46
Properties=species:S:1:pos:R:3:forces:R:3
C 0.7093 -4.6075 0.5628 -0.32 -0.44 -0.66
O -0.1887 -3.9432 -0.3085 0.10 0.28 0.20
C -0.4320 -2.5865 0.0792 0.20 -0.79 -0.16
C -1.3268 -1.9845 -0.9765 -0.03 0.10 0.27
C -1.7086 -0.4923 -0.7603 -0.17 -0.60 -0.15
C -1.1113 0.1377 0.4558 -0.35 0.11 0.40
C -1.7566 0.0432 1.6668 0.21 0.06 -0.40
C -1.2435 0.6550 2.8215 0.51 0.04 -0.55
O -1.9676 0.5320 3.9673 -0.34 -0.49 -0.14
C -0.0681 1.3887 2.7636 0.08 0.00 0.93
P 0.6190 2.2738 4.2196 0.52 0.82 -0.53
O -0.7298 2.6532 5.0697 0.19 -0.03 0.04
Cl 1.4250 0.6769 5.3311 -0.45 -0.26 0.06
C 0.6445 1.4950 1.5408 -0.44 -0.03 0.64
N 1.8151 2.2008 1.5126 -0.46 -0.46 -0.59
C 2.3792 2.2624 0.3396 0.64 0.58 0.15
C 1.8323 1.6511 -0.8004 -0.38 -0.65 -0.32
S 2.7436 1.8710 -2.3192 1.05 1.61 0.56
O 2.6067 3.2426 -2.7196 -0.72 -0.19 -0.22
O 4.1016 1.4484 -2.1173 -0.30 -0.89 -0.04
C 1.9242 0.8536 -3.6584 0.09 -0.05 -0.36
F 0.6105 0.7829 -3.5011 -0.17 -0.12 0.13
F 2.1596 1.5324 -4.7896 0.31 0.17 -0.08
C 2.5197 -0.5604 -3.8593 -0.18 0.18 -0.17
F 2.2499 -1.3289 -2.8165 -0.04 -0.18 0.24
F 3.8264 -0.5200 -4.0599 0.25 0.06 0.06
F 1.9651 -1.0810 -4.9541 -0.25 -0.24 -0.03
N 0.7412 0.9521 -0.8005 0.13 0.07 0.29
C 0.1048 0.8653 0.3959 0.11 -0.04 -0.44
H 1.0075 -3.9933 1.4088 0.06 0.05 0.10
H 0.2303 -5.5253 0.9069 -0.04 0.02 0.29
H 1.5786 -4.9239 -0.0159 0.26 0.17 0.12
H 0.5357 -2.0795 0.1630 -0.04 0.25 -0.01
H -0.8984 -2.6129 1.0681 -0.08 0.29 0.07
H -2.2346 -2.5839 -0.9888 -0.10 -0.06 -0.07
H -0.8465 -2.1428 -1.9402 0.10 0.13 -0.07
H -2.7843 -0.4225 -0.6520 -0.16 0.18 0.01
H -1.4832 0.0580 -1.6648 0.18 0.28 0.07
H -2.6893 -0.4972 1.7316 -0.11 0.06 0.05
H -1.4222 0.1906 4.6849 0.19 0.30 0.11
H -1.4805 2.8187 4.4839 -0.17 -0.26 0.10
H 3.3002 2.8227 0.2412 0.10 0.03 0.08
N -4.3184 2.1233 -0.4308 -0.12 0.06 0.05
O -5.2210 2.9689 -0.3478 0.03 0.01 0.00
O -4.3796 1.2160 -1.2901 0.05 -0.03 0.04
O -3.3392 2.1690 0.3568 0.07 -0.09 -0.05
```
Forces are in eV/Å.

The strongest force on any atom comes out at 0.0390 hartree/bohr. The LUMO energy is 1.23 eV. As for the gap between HOMO and LUMO: 6.185 eV. The calculation puts the HOMO energy at -4.959 eV. The charge is -1.

natural (NBO) atomic charge list, values in e, 4 entries:
1 C -0.250
2 O -0.557
3 C -0.055
4 C -0.408



# 5
Formula: C14H13F3N5O4STi
Source: the Open Molecules 2025 dataset
Level of theory: ωB97M-V/def2-TZVPD

Structure (XYZ):
```
41
Properties=species:S:1:pos:R:3:forces:R:3
Ti 0.1254 -0.6238 -1.5006 0.70 -0.74 -0.98
N -0.5472 -2.3040 -2.8065 0.28 -0.10 -0.10
N 0.4734 -2.9212 -3.5572 -0.02 0.22 0.16
C 1.6864 -2.3575 -3.6402 0.07 0.00 0.09
N 2.5397 -2.8784 -4.4898 0.22 0.06 -0.05
S 2.1747 -1.0114 -2.6680 0.05 -0.18 -0.22
H -1.0893 -3.0369 -2.3673 -0.12 -0.19 0.23
H -1.1645 -1.8101 -3.4432 -0.28 0.15 -0.19
H 0.1967 -3.6514 -4.1951 -0.06 -0.10 -0.13
H 2.3138 -3.6460 -5.1047 -0.01 -0.05 -0.03
H 3.4698 -2.4929 -4.5555 0.05 0.00 -0.02
O -1.7113 2.4168 -3.0808 -0.27 -0.05 -0.25
C -1.2360 1.7919 -2.2099 0.24 -0.16 0.29
O -1.0611 0.3890 -2.2762 -0.84 1.29 -0.74
C -0.7248 2.2957 -0.9041 0.16 -0.17 0.03
C 0.3904 1.7012 -0.3030 -0.30 0.20 -0.05
C 0.8579 2.1263 0.9263 0.09 -0.09 0.07
C 0.1827 3.1422 1.5879 0.10 0.01 0.14
C -0.9047 3.7196 0.9722 0.08 0.37 0.08
C -1.3702 3.3348 -0.2691 -0.16 0.18 -0.04
N -1.6162 4.8191 1.6823 -0.86 -0.41 0.45
O -2.4942 5.3822 1.0669 0.41 0.06 -0.04
O -1.3521 4.9684 2.8566 0.27 0.12 -0.39
H 1.0394 1.0284 -0.8750 0.44 0.27 -0.07
H 1.7537 1.7025 1.3608 0.00 0.00 -0.02
H 0.5038 3.5020 2.5559 -0.02 0.01 -0.01
H -2.2187 3.8342 -0.7189 0.01 -0.01 0.02
F 0.9936 -2.0382 5.0487 0.03 0.00 0.10
C 0.0478 -1.2546 4.5435 -0.06 -0.15 -0.20
F -1.1224 -1.5614 5.0907 0.03 0.02 0.08
F 0.3407 0.0171 4.8209 0.03 0.11 0.12
C -0.0105 -1.4034 3.0309 0.02 0.05 0.14
C -1.2206 -1.2932 2.3682 -0.19 -0.04 0.14
C -1.2173 -1.3230 0.9960 0.09 -0.01 0.00
N -0.0785 -1.4483 0.2883 -0.17 -0.66 1.45
C 1.0908 -1.6097 0.9429 -0.19 -0.05 0.20
C 1.1606 -1.5900 2.3155 0.13 -0.05 0.08
H -2.1503 -1.1880 2.9123 0.03 0.01 -0.02
H -2.1334 -1.2370 0.4358 -0.18 0.09 -0.13
H 1.9735 -1.7690 0.3447 0.21 0.03 -0.17
H 2.1084 -1.7220 2.8180 0.02 0.00 0.01
```
Forces are in eV/Å.

The strongest force on any atom comes out at 0.0333 hartree/bohr. The calculation puts the energy above the lowest of the compared OMol25 structures with the same formula, charge and spin at 17.1 kcal per mole. The expectation value of S² is 0.75. Its spin multiplicity is 2. The LUMO energy (alpha / beta) is -7.63 / -7.62 eV. As for the gap between HOMO and LUMO (alpha / beta): 8.352 / 8.377 eV. The calculation puts the HOMO energy (alpha / beta) at -15.982 / -15.995 eV. The charge is +2.

natural (NBO) atomic charge list, values in e, 4 entries:
1 Ti 1.401
2 N -0.632
3 N -0.415
4 C 0.367



# 6
Formula: C14H13FN2OS
Source: the Open Molecules 2025 dataset
Level of theory: ωB97M-V/def2-TZVPD

Structure (XYZ):
```
32
Properties=species:S:1:pos:R:3:forces:R:3
C 2.8814 -0.5588 -2.6604 -3.85 2.94 -3.68
S 1.3290 -0.2261 -1.8835 -1.33 -2.14 2.83
C 1.0062 -1.9395 -1.1605 -0.58 -0.78 0.53
C 1.4968 -3.0986 -1.8232 -6.00 0.80 5.78
C 0.7678 -4.3468 -1.3756 1.09 2.09 1.96
C 0.0211 -4.4747 -0.2246 2.80 7.81 -3.94
C -0.2712 -3.2187 0.4694 -4.33 -16.84 4.68
C 0.0541 -2.1320 0.2152 7.97 12.50 -10.03
N -0.3445 -0.9717 0.7080 5.51 5.64 -5.79
C -1.0703 -0.5991 1.5797 -9.35 -5.21 15.68
O -1.5775 -1.5555 2.5359 1.80 3.86 -4.69
N -1.3507 0.6395 2.0658 3.21 1.41 -6.88
C -0.8329 1.7999 1.5111 -1.98 2.83 -4.33
C -0.5661 3.0670 2.1563 -1.93 -10.94 7.96
C -0.3061 4.1780 1.6398 -0.91 5.09 -0.68
C -0.5518 4.3708 0.3499 2.10 -2.61 -3.74
C -0.6549 3.1569 -0.3816 -2.39 0.65 -1.15
F -0.7964 3.2547 -1.6953 0.56 0.83 -1.90
C -1.0871 1.9165 0.0384 3.56 2.65 6.73
H 2.4758 -0.8887 -3.6412 1.33 -0.15 0.25
H 3.1778 0.4767 -2.7840 1.09 -0.14 -0.18
H 3.4910 -1.2108 -2.2246 2.57 -2.36 2.00
H 1.7768 -3.0342 -2.7779 1.87 0.16 -3.44
H 1.0747 -5.2245 -1.7985 0.65 -2.18 -1.52
H -0.1421 -5.3259 0.1901 -1.59 -5.29 2.35
H -0.7515 -3.3906 1.4010 -0.94 0.21 0.69
H 0.1087 -0.0249 0.4707 0.70 -2.25 -1.23
H -1.5632 0.8114 2.9237 -1.93 -0.51 6.87
H -0.7034 2.9661 3.3636 0.63 0.38 -2.84
H -0.4672 4.9766 2.2734 0.95 2.04 1.35
H -0.0711 5.1833 -0.1038 -0.33 1.44 -1.14
H -1.1964 1.0156 -0.4053 -0.94 -1.93 -2.51
```
Forces are in eV/Å.

The strongest force on any atom comes out at 0.3691 hartree/bohr. As for the SMILES: CSc1ccccc1NC(=O)Nc1cccc(F)c1. The calculation puts the energy above the lowest of the compared OMol25 structures with the same formula, charge and spin at 226.0 kcal per mole. The LUMO energy is 0.21 eV. As for the gap between HOMO and LUMO: 8.600 eV. The calculation puts the HOMO energy at -8.386 eV.

natural (NBO) atomic charge list, values in e, 4 entries:
1 C -0.727
2 S 0.209
3 C -0.088
4 C -0.296



no.,calculated total energy (hartree)
1,-3418.356130
2,-2516.517299
3,-12375.927755
4,-3006.511127
5,-2662.725576
6,-1223.737077